{
  "formula": "CH4N2O3P",
  "method": "the ωB97M-V functional and the def2-TZVPD basis",
  "species": ["N", "C", "N", "O", "P", "O", "O", "H", "H", "H", "H"],
  "xyz": [[1.2203, 1.3692, 0.0277], [0.3483, -0.1478, -0.1678], [1.0441, -1.3938, 0.1363], [-0.4450, -0.0290, -1.3207], [-1.3295, 0.1199, 0.2120], [-1.8857, 1.4817, 0.3764], [-2.0415, -1.1861, 0.4605], [0.5039, 1.8619, -0.5198], [1.0201, 1.6000, 1.0032], [1.4594, -1.8781, -0.6219], [0.1056, -1.7978, 0.4140]],
  "forces_ev_per_angstrom": [[-1.50, -3.23, -0.97], [3.09, 3.19, 1.00], [-2.98, 1.73, 1.80], [-0.46, 0.03, 0.39], [-0.85, -1.55, -1.62], [0.11, -0.19, 0.38], [0.27, 1.08, 0.27], [0.50, 0.33, 0.40], [-0.02, -0.02, -0.24], [0.07, -0.16, -1.14], [1.77, -1.21, -0.28]],
  "nbo_charge": [-0.897, 0.148, -0.872, -0.810, 2.231, -1.112, -1.138, 0.357, 0.335, 0.356, 0.402],
  "relative_energy_kj_mol": 258.64,
  "homo_lumo_gap_ev": 8.97,
  "multiplicity": 1,
  "charge": -1,
  "energy_ha": -717.17079,
  "max_force_ha_per_bohr": 0.089
}



{
  "formula": "CH4N2O5S",
  "method": "the ωB97M-V functional and the def2-TZVPD basis",
  "species": ["O", "C", "N", "O", "S", "O", "O", "O", "H", "N", "H", "H", "H"],
  "xyz": [[1.5959, 0.9679, 0.5763], [0.5327, 0.3953, 0.5999], [-0.3794, 0.0315, -0.1710], [-1.5391, -0.6070, -0.0817], [0.1252, -0.3427, -1.8180], [1.0793, -1.3731, -1.7759], [-0.9854, -0.6600, -2.6037], [0.8153, 0.9346, -2.3147], [1.7858, 0.9141, -2.1431], [-0.5987, -0.0603, 2.3595], [-1.3974, 0.4249, 1.9620], [-0.2103, 0.4138, 3.2173], [-0.8238, -1.0390, 2.1931]],
  "forces_ev_per_angstrom": [[-2.24, -1.40, 0.98], [3.29, 2.03, 1.66], [-2.33, -1.60, -3.14], [-0.07, 0.30, 1.81], [0.25, -1.92, -1.07], [1.87, -0.84, 1.24], [-1.54, 1.41, -0.27], [0.89, 1.67, -0.11], [-0.77, -0.09, -0.02], [1.02, 1.90, -1.13], [-0.15, 0.15, 0.36], [-0.70, -1.61, -1.21], [0.50, -0.01, 0.93]],
  "nbo_charge": [-0.509, 0.843, -0.353, -0.626, 2.484, -0.937, -0.848, -0.877, 0.537, -0.987, 0.415, 0.421, 0.437],
  "relative_energy_kj_mol": 130.75,
  "homo_lumo_gap_ev": 8.23,
  "multiplicity": 1,
  "energy_ha": -924.23413,
  "max_force_ha_per_bohr": 0.082
}